(1)
The following is a quantum chemistry calculation of a structure of composition C3H2Li2O3Pb, from the Open Molecules 2025 dataset.

The geometry in XYZ format:
```
11
Properties=species:S:1:pos:R:3:forces:R:3:mulliken_spin:R:1
C -1.7531 -0.2131 -0.3603 2.9508 -1.0978 1.6708 0.0212
C -0.4902 -0.3095 0.0901 -3.3455 -1.6824 -0.8195 0.0041
O -2.8783 -0.1556 -0.6806 -0.6052 0.5797 -0.4846 -0.0028
H 0.1484 -1.0019 -0.4450 0.1890 0.5924 -0.6059 -0.0041
H -0.3760 -0.4825 1.1531 -0.1669 0.7752 0.1809 -0.0026
Pb -3.2812 3.4264 -0.6781 0.3960 1.0741 0.1160 0.0218
Li -4.3564 1.0618 -1.0576 -0.1459 -0.9767 -0.1247 0.0018
O 1.2117 1.3541 0.0809 0.3051 -0.2274 3.5738 -0.0655
C 1.8308 1.7177 -0.8807 -4.2423 1.1715 -2.8495 0.8599
O 2.8980 1.7448 -1.3443 4.7028 0.0211 -0.3814 0.0572
Li 2.9618 1.9415 0.8785 -0.0378 -0.2298 -0.2759 0.1090
```
Positions in Å, forces in eV/Å.

Values from the calculation:
- 2S+1: 2
- M: 307.13 g/mol
- Charge: +1
- Gap between HOMO and LUMO (spin up / spin down): 3.599 / 5.489 eV
- Relative energy (zero: lowest compared OMol25 entry of this formula, charge and spin): 16.2 kcal per mole


(2)
The following is a quantum chemistry calculation of a structure of composition C3H2LiO3, from the Open Molecules 2025 dataset.

The geometry in XYZ format:
```
9
Properties=species:S:1:pos:R:3:forces:R:3:mulliken_spin:R:1
O -0.6511 0.0633 1.2580 -2.5320 -0.1013 2.1156 -0.0343
C -0.4734 -1.3260 1.3592 1.1467 0.7142 -0.6134 0.0252
C 0.3853 -1.8387 0.5663 -0.9220 -0.5669 0.5030 0.0708
O 0.8156 -0.0613 -0.3472 1.4101 -0.6438 -1.5321 -0.1916
C -0.2818 0.5070 0.0744 2.4182 -2.9619 -1.3436 0.8894
O -0.2335 1.6689 -0.4047 -1.9937 5.0734 -0.5138 -0.3857
Li -1.3557 2.3775 -1.8148 0.6059 -0.5821 0.9425 0.2671
H 0.6967 -2.6627 -0.0567 0.2143 0.3619 0.2671 -0.0018
H 1.0979 1.2719 -0.6345 -0.3474 -1.2934 0.1747 0.3608
```
Positions in Å, forces in eV/Å.

Values from the calculation:
- 2S+1: 2
- M: 92.99 g/mol
- Charge: 0
- Gap between HOMO and LUMO (spin up / spin down): 4.117 / 7.539 eV
- Relative energy (zero: lowest compared OMol25 entry of this formula, charge and spin): 134.5 kcal per mole


(3)
The following is a quantum chemistry calculation of a structure of composition C3H2LuO3, from the Open Molecules 2025 dataset.

The geometry in XYZ format:
```
9
Properties=species:S:1:pos:R:3:forces:R:3:mulliken_spin:R:1
O 2.1383 -0.4951 -0.1102 1.2057 2.2674 0.3160 0.0283
C 0.9210 -0.8789 -0.0269 -2.3342 -0.1440 -0.1540 0.0848
C -0.0472 0.0653 0.3344 0.2652 0.4425 -1.8317 -0.0249
O 0.2803 1.4260 0.1960 6.4896 2.6114 1.8078 -0.0051
Lu 2.4599 1.6214 0.1624 -2.9422 -1.8899 -0.1979 0.0658
H 0.6097 -1.8510 -0.4301 0.3846 -0.0093 0.5942 0.0064
C -1.2005 0.4786 -0.2827 -4.6013 -4.7525 -0.6689 0.8040
O -2.4107 0.0105 -0.3317 1.6431 1.9840 -0.2545 0.0055
H -2.7507 -0.3768 0.4889 -0.1106 -0.5096 0.3889 0.0353
```
Positions in Å, forces in eV/Å.

Values from the calculation:
- 2S+1: 2
- M: 261.01 g/mol
- Charge: +2
- Gap between HOMO and LUMO (spin up / spin down): 5.769 / 6.304 eV
- Relative energy (zero: lowest compared OMol25 entry of this formula, charge and spin): 65.9 kcal per mole


(4)
The following is a quantum chemistry calculation of a structure of composition C3H2MgO3, from the Open Molecules 2025 dataset.

The geometry in XYZ format:
```
9
Properties=species:S:1:pos:R:3:forces:R:3:nbo_charge:R:1
C 0.5710 -1.9984 -0.6294 -2.5291 -2.8592 1.2518 -0.2879
C 1.2622 -0.9626 -1.0174 0.3233 8.5763 0.6930 0.7550
O 1.4006 0.2188 -0.9979 0.6830 -4.9765 -0.9605 -0.2306
C -0.9094 1.0462 0.7284 -2.7402 -0.7286 2.9923 1.0903
O -1.3839 0.0048 0.9282 1.5668 0.6979 -1.6229 -0.3865
O -0.7177 2.1921 0.9235 1.0058 -0.6542 -1.3140 -0.7025
H 0.7891 -3.0061 -0.9750 -0.2979 -0.1128 0.3012 0.3210
Mg -0.6666 4.1581 0.9829 0.0080 1.1998 0.1038 1.0939
H -0.3453 -1.6529 0.0567 1.9802 -1.1428 -1.4447 0.3473
```
Positions in Å, forces in eV/Å.

Values from the calculation:
- M: 110.35 g/mol
- Charge: +2
- Gap between HOMO and LUMO (spin up / spin down): 10.568 / 2.397 eV
- Relative energy (zero: lowest compared OMol25 entry of this formula, charge and spin): 0.0 kcal per mole


(5)
The following is a quantum chemistry calculation of an isolated molecule of C3H2N2, from the Open Molecules 2025 dataset.

The geometry in XYZ format:
```
7
Properties=species:S:1:pos:R:3:forces:R:3:nbo_charge:R:1
C -1.4978 0.7812 0.0315 0.0844 -0.2655 -0.6207 -0.2324
C -0.6824 -0.0128 -0.3596 1.4629 -2.7141 0.1599 0.1009
C 1.3806 -0.1317 0.0181 2.7866 0.4722 0.2618 0.3738
N 2.1824 0.6334 0.3054 0.4308 0.4628 0.3649 -0.3333
N 0.5388 -1.0350 -0.4653 -4.9635 2.7062 -0.1890 -0.5780
H -2.2677 1.5044 0.2358 0.3582 -0.2927 -0.0499 0.2548
H 0.3460 -1.7395 0.2341 -0.1593 -0.3690 0.0730 0.4143
```
Positions in Å, forces in eV/Å.

Values from the calculation:
- M: 66.06 g/mol
- Charge: 0
- Gap between HOMO and LUMO: 11.219 eV
- Relative energy (zero: lowest compared OMol25 entry of this formula, charge and spin): 75.2 kcal per mole


(6)
The following is a quantum chemistry calculation of an isolated molecule of C3H2N2, from the Open Molecules 2025 dataset.

The geometry in XYZ format:
```
7
Properties=species:S:1:pos:R:3:forces:R:3:nbo_charge:R:1
C 2.1125 -2.7252 1.0887 0.4769 -0.7583 0.3231 0.3885
C 0.0624 -0.0954 0.0091 -0.1527 -0.4274 1.3112 -0.5941
C 1.0800 -0.8866 0.2841 0.4837 -0.5992 -1.1551 0.4876
N 2.3807 -3.6217 1.7551 -0.0250 -0.1776 0.4272 -0.3293
N 1.9178 -1.8210 0.1432 -1.5463 2.6391 -0.0899 -0.4915
H -0.2671 0.9238 0.3310 1.0145 -1.1217 -0.3988 0.2732
H -0.7366 -0.8153 -0.1975 -0.2511 0.4452 -0.4177 0.2656
```
Positions in Å, forces in eV/Å.

Values from the calculation:
- M: 66.06 g/mol
- Charge: 0
- Gap between HOMO and LUMO: 10.153 eV
- Relative energy (zero: lowest compared OMol25 entry of this formula, charge and spin): 39.8 kcal per mole


(7)
The following is a quantum chemistry calculation of an isolated molecule of C3H2N2, from the Open Molecules 2025 dataset.

The geometry in XYZ format:
```
7
Properties=species:S:1:pos:R:3:forces:R:3:nbo_charge:R:1
C -0.6932 0.5609 0.1868 2.7074 -3.2848 -0.0458 -0.1023
C 0.6108 0.9246 -0.0298 0.7995 2.1261 -1.1326 0.3182
C 1.6431 -0.9372 0.0783 0.4762 0.0201 -0.2820 0.4154
N 1.7561 0.2940 0.1436 -0.0577 -0.9422 1.0349 -0.6348
N -0.5930 -0.7414 0.0456 -1.1031 -0.8956 0.3796 -0.5817
H -1.4058 1.2337 -0.0254 -3.1120 1.9967 -0.1739 0.2073
H -1.3181 -1.3345 -0.3991 0.2896 0.9796 0.2196 0.3779
```
Positions in Å, forces in eV/Å.

Values from the calculation:
- M: 66.06 g/mol
- Charge: 0
- Gap between HOMO and LUMO (spin up / spin down): 7.878 / 7.777 eV
- Relative energy (zero: lowest compared OMol25 entry of this formula, charge and spin): 137.3 kcal per mole


(8)
The following is a quantum chemistry calculation of an isolated molecule of C3H2N2, from the Open Molecules 2025 dataset.

The geometry in XYZ format:
```
7
Properties=species:S:1:pos:R:3:forces:R:3:nbo_charge:R:1
C 1.1186 -0.1600 -0.4221 5.0908 0.6630 0.1595 0.2629
C -0.2461 -0.3355 -0.2116 -1.7417 -1.7645 0.8448 -0.6132
C -0.7469 0.7652 0.6134 -0.8773 -0.7829 0.1462 0.2785
H -0.7332 -0.4137 -1.1618 -0.6787 0.2761 -0.5451 0.2885
H -0.3856 -1.3767 0.2536 -0.0623 1.6315 -0.2020 0.2986
N 2.2658 0.0242 -0.3915 -1.8743 -0.3742 -0.4167 -0.2569
N -1.2725 1.4963 1.3201 0.1435 0.3510 0.0133 -0.2585
```
Positions in Å, forces in eV/Å.

Values from the calculation:
- M: 66.06 g/mol
- Charge: 0
- Gap between HOMO and LUMO: 12.563 eV
- Relative energy (zero: lowest compared OMol25 entry of this formula, charge and spin): 6.9 kcal per mole